The following is a DFT calculation (wB97M-V/def2-TZVPD) of a molecular structure, C21H50ClN5O3P2Si2 in a non-equilibrium geometry.

Summary:
M	574.2	g/mol
Kohn-Sham gap	4.50	eV
HOMO	-5.131	eV
E_LUMO	-0.63	eV
electronic energy	-83036.38487	eV

XYZ file:
```
84
C21H50ClN5O3P2Si2 (wB97M-V/def2-TZVPD)
C 7.547 -1.349 3.767
C 6.431 -0.240 3.961
O 5.395 -0.559 2.974
P 4.112 0.480 3.104
O 3.590 0.400 4.514
C 2.769 -0.156 1.969
C 1.418 0.579 2.387
C 0.356 -0.465 2.953
N -0.967 0.196 2.906
C -1.136 1.308 3.777
N -0.240 1.901 4.730
C -2.479 1.710 3.432
N -3.058 2.869 4.065
N -3.084 0.884 2.463
C -4.411 0.931 1.818
C -5.509 1.745 2.588
C -6.887 1.480 1.877
Cl -5.656 1.086 4.295
C -2.079 -0.045 2.160
P -1.986 -1.456 0.955
C -1.479 -3.074 1.777
C -3.618 -1.825 0.123
O 4.484 2.077 2.831
C 4.858 2.353 1.456
C 6.357 1.960 1.116
H 7.058 -2.360 3.819
H 7.957 -1.198 2.735
H 8.300 -1.183 4.577
H 6.042 -0.218 5.009
H 6.810 0.791 3.706
H 2.996 0.150 0.911
H 2.695 -1.273 1.994
H 1.700 1.350 3.149
H 0.964 1.087 1.494
H 0.552 -0.706 4.038
H 0.450 -1.373 2.313
H 0.207 1.125 5.236
H -0.854 2.335 5.436
H -3.498 3.492 3.375
H -2.260 3.422 4.404
H -4.782 -0.130 1.779
H -4.303 1.394 0.802
H -5.323 2.854 2.579
H -7.756 1.947 2.404
H -6.823 1.833 0.806
H -7.033 0.363 1.833
H -1.263 -2.993 2.872
H -0.499 -3.365 1.294
H -2.200 -3.891 1.512
H -4.385 -1.991 0.939
H -4.007 -1.013 -0.538
H -3.563 -2.808 -0.424
H 4.147 1.940 0.695
H 4.812 3.474 1.342
H 7.091 2.522 1.745
H 6.528 0.849 1.153
H 6.513 2.276 0.048
C 1.049 -3.326 -6.240
Si -0.127 -1.850 -6.103
C -1.806 -2.442 -6.724
C 0.525 -0.535 -7.287
N -0.166 -1.320 -4.477
Si -1.123 -0.003 -3.979
C -2.970 -0.291 -4.242
C -0.640 1.620 -4.810
C -0.888 0.254 -2.119
H 1.091 -3.676 -7.277
H 2.059 -3.047 -5.934
H 0.705 -4.153 -5.615
H -1.694 -2.957 -7.685
H -2.497 -1.611 -6.882
H -2.256 -3.143 -6.017
H 1.455 -0.104 -6.914
H -0.199 0.269 -7.440
H 0.726 -0.978 -8.269
H -3.242 -0.237 -5.298
H -3.554 0.479 -3.720
H -3.272 -1.266 -3.852
H 0.439 1.779 -4.751
H -1.136 2.464 -4.314
H -0.940 1.643 -5.858
H 0.158 0.469 -1.886
H -1.200 -0.633 -1.566
H -1.498 1.102 -1.778
```

Here are the Mulliken charges for atoms 1 to 6, given in e: -1.0719, -0.2974, -0.3801, 1.0962, -0.8114, -0.9973